This record from OMol25 describes C6H6CaO5S as an isolated structure in a non-equilibrium geometry. The level of theory is ωB97M-V/def2-TZVPD.

Cartesian coordinates (Å):
1 Ca 0.528 0.907 0.616
2 O -0.522 -4.398 -2.045
3 C -0.767 -3.345 -1.678
4 C -0.814 0.633 2.713
5 O -1.367 0.539 3.723
6 C 0.451 2.255 -1.481
7 O 0.541 2.920 -2.427
8 C -2.035 0.344 -0.375
9 O -3.118 0.233 -0.739
10 C 4.023 0.178 2.265
11 S 3.794 -0.419 0.569
12 C 4.042 -2.165 0.902
13 O 2.223 -0.352 0.492
14 H 5.096 0.339 2.406
15 H 3.643 -0.543 3.002
16 H 3.517 1.146 2.359
17 H 3.627 -2.519 1.869
18 H 3.663 -2.774 0.062
19 H 5.127 -2.312 0.915

* gap between HOMO and LUMO: 0.3565 Ha
* net charge: +2
* energy above the lowest of the compared OMol25 structures with the same formula, charge and spin: 0.0 kcal per mole
* maximum force: 6.4 eV Å⁻¹
* HOMO level: -17.9 eV
* E_tot: -1683.6511 Ha